C6H14F3LuNNbO8PS | the ωB97M-V functional and the def2-TZVPD basis

Element x y z (Å)
C  3.6986  -0.1584  -0.5295
N  2.9044  1.0255  -0.0595
C  1.7172  0.6291  0.7543
Nb  -0.1023  -0.0297  -0.4693
C  -1.1959  -0.5622  1.4516
O  -0.2242  -1.2479  2.3261
C  -0.4079  -2.6605  2.3398
F  -1.3037  -3.0429  3.3850
F  0.8590  -3.2146  2.7221
F  -0.7216  -3.2333  1.0991
C  0.9632  0.2823  -2.4755
O  1.2038  -0.7675  -3.1630
O  1.3847  1.4949  -2.9722
P  -2.1119  -0.9712  -1.7885
O  -3.3897  -0.1514  -1.5040
O  -1.8160  -0.8225  -3.4861
O  -2.4165  -2.6080  -1.4152
S  -0.9793  2.3224  -0.5416
C  -1.8089  2.9301  1.0045
O  -1.8967  2.5053  -1.7321
O  0.2131  3.2624  -0.7774
H  3.0440  -1.1027  -0.4919
H  3.9461  0.0300  -1.6404
H  4.6917  -0.2999  0.0297
H  3.5385  1.5124  0.6108
H  2.0187  -0.1445  1.5598
H  1.3846  1.5992  1.3439
H  0.6206  -1.7160  -0.4506
H  -1.5874  0.3664  2.0760
H  -2.1510  -1.1890  1.2457
H  -2.5583  -1.2773  -3.9688
H  -1.6424  -3.1745  -1.6526
H  -1.1736  2.5927  1.9233
H  -1.7523  4.0861  0.9798
H  -2.9158  2.6226  1.1086
Lu  -0.0329  1.1126  3.1581

Forces on atoms 1 to 3 (eV/Å):
C 0.0 -0.6 -1.2
N 0.6 -0.1 2.1
C 0.9 -1.1 0.3

Properties
Energy (hartree): -3224.51353
HOMO energy (eV): -11.414
LUMO level (eV): -7.95
Total charge: +1

C47H46ClMgN4O9Se | the ωB97M-V functional and the def2-TZVPD basis

Element x y z (Å)
Mg  0.0864  -0.6109  -0.4031
C  4.9682  -4.0593  -1.4499
C  4.7573  -3.1923  -0.2237
C  5.8232  -3.4594  0.8394
O  4.7787  -1.8177  -0.5892
C  3.7220  -1.1186  0.0834
C  3.1048  -2.2290  0.9628
O  3.4637  -3.4285  0.2945
C  1.6136  -2.2658  1.3538
O  0.7877  -2.2774  0.2702
C  1.4192  -3.5439  2.1965
C  1.9998  -3.7052  3.4495
C  1.8345  -4.8833  4.1619
C  1.0749  -5.9150  3.6283
C  0.4809  -5.7525  2.3853
C  0.6508  -4.5736  1.6729
C  1.2891  -1.0583  2.2718
C  -0.0620  -0.7717  2.4763
C  -0.4615  0.3034  3.2582
C  0.4849  1.1227  3.8544
C  1.8282  0.8429  3.6680
C  2.2242  -0.2407  2.8979
C  2.9925  -0.1704  -0.9478
O  1.8175  0.3542  -0.4304
C  2.6779  -0.7979  -2.3099
C  2.6439  -0.0014  -3.4547
C  2.1931  -0.4972  -4.6678
C  1.7568  -1.8097  -4.7645
C  1.7661  -2.6071  -3.6320
C  2.2156  -2.1067  -2.4185
C  4.0417  0.9648  -1.0669
C  5.1436  0.8933  -1.9135
C  6.1001  1.8989  -1.9238
C  5.9807  2.9874  -1.0721
C  4.9065  3.0498  -0.1974
C  3.9525  2.0431  -0.1917
H  6.0209  -4.0614  -1.7344
H  4.3768  -3.6873  -2.2816
H  4.6659  -5.0824  -1.2261
H  6.8057  -3.1912  0.4511
H  5.8206  -4.5162  1.1090
H  5.6423  -2.8696  1.7371
H  4.1845  -0.4124  0.7831
H  3.6747  -2.1945  1.9041
H  2.5774  -2.8970  3.8850
H  2.2924  -4.9915  5.1379
H  0.9444  -6.8392  4.1786
H  -0.1218  -6.5480  1.9642
H  0.1974  -4.4180  0.7031
H  -0.8022  -1.4306  2.0292
H  -1.5160  0.4983  3.4085
H  0.1806  1.9733  4.4513
H  2.5806  1.4789  4.1186
H  3.2833  -0.4170  2.7662
H  2.9711  1.0295  -3.4011
H  2.1755  0.1502  -5.5366
H  1.3909  -2.1999  -5.7062
H  1.3895  -3.6212  -3.6769
H  2.1608  -2.7280  -1.5381
H  5.2580  0.0366  -2.5640
H  6.9444  1.8280  -2.5992
H  6.7193  3.7799  -1.0897
H  4.8036  3.8887  0.4806
H  3.1151  2.0820  0.4958
O  -1.1969  -3.0527  -2.5928
Cl  -1.7164  -1.8289  -2.1042
O  -0.6899  -0.7360  -2.2923
O  -2.9144  -1.4559  -2.7630
O  -1.8804  -1.8664  -0.6567
C  -3.1923  5.6201  -4.1018
C  -4.0289  5.6912  -2.8321
N  -3.6533  4.6885  -1.8404
C  -2.8292  5.1199  -0.7177
C  -1.4886  5.6934  -1.1393
C  -4.1814  3.4467  -1.9938
O  -4.8952  3.1556  -2.9424
C  -3.8315  2.4224  -0.9503
C  -4.6246  2.2421  0.1726
C  -4.2419  1.2986  1.1099
C  -3.0616  0.6028  0.9004
N  -2.2909  0.7746  -0.1659
C  -2.6912  1.6387  -1.0893
H  -3.5943  6.2970  -4.8575
H  -3.2228  4.6094  -4.5066
H  -2.1524  5.8878  -3.9189
H  -5.0781  5.5335  -3.0840
H  -3.9379  6.6681  -2.3513
H  -2.6669  4.2687  -0.0607
H  -3.3920  5.8666  -0.1426
H  -0.9146  4.9647  -1.7143
H  -0.9086  5.9577  -0.2541
H  -1.5994  6.5938  -1.7448
H  -5.5245  2.8304  0.3055
H  -4.8335  1.1080  1.9947
H  -2.7206  -0.1304  1.6198
H  -2.0616  1.7361  -1.9661
Se  0.9345  2.6601  -1.5413
N  0.0674  2.6807  -0.0110
C  0.3782  3.8365  0.5765
C  -0.1298  4.2561  1.8421
C  0.2619  5.4548  2.3438
C  1.1707  6.3020  1.6327
C  1.6621  5.9423  0.4192
C  1.2570  4.6999  -0.1521
N  1.6307  4.2597  -1.3569
H  -0.8103  3.6058  2.3747
H  -0.1157  5.7837  3.3041
H  1.4721  7.2407  2.0798
H  2.3443  6.5731  -0.1349

Forces on atoms 1 to 3 (eV/Å):
Mg 0.4 -0.1 0.1
C 0.0 0.0 0.0
C -0.1 0.0 0.1

Properties
Energy relative to the best compared isomer or geometry (same formula, charge and spin) (kcal/mol): 51.8
Energy (hartree): -5776.45183
HOMO energy (eV): -5.537
LUMO level (eV): 1.59
Total charge: -1

Across the entries above, orbital gap takes the values 3.47 7.13 eV, respectively.